Record 1
{"formula": "C27H34MoN8O5S2", "method": "ωB97M-V with the def2-TZVPD basis set", "spin_multiplicity": 3, "total_energy_ha": -2727.81092, "s2": 2.016, "orbital_gap_ev": [7.4813, 7.0370], "e_above_lowest_kcal_mol": 21.6, "charge": 2, "symbols": ["Mo", "C", "C", "N", "C", "C", "S", "C", "C", "N", "H", "H", "H", "H", "H", "H", "H", "H", "H", "H", "H", "H", "H", "H", "C", "C", "N", "C", "C", "N", "C", "O", "O", "C", "O", "O", "H", "H", "H", "H", "H", "O", "C", "C", "C", "C", "C", "C", "C", "N", "C", "C", "N", "H", "H", "H", "H", "H", "H", "H", "C", "C", "C", "C", "N", "C", "S", "N", "C", "H", "H", "H", "H", "H", "H", "H", "H"], "coordinates": [[0.57094, -0.43636, -0.31980], [3.14190, -2.70556, 1.34605], [3.50718, -1.25616, 1.06173], [2.88510, -0.71566, -0.19473], [3.47688, -1.33801, -1.41087], [2.80389, -2.63261, -1.83395], [0.99798, -2.50276, -1.75331], [0.55348, -3.99844, -0.83492], [1.35657, -4.20086, 0.46163], [1.73973, -2.95278, 1.08699], [3.43867, -2.92433, 2.37834], [3.73994, -3.37313, 0.72541], [4.59276, -1.16268, 0.96865], [3.18583, -0.61541, 1.87495], [3.21558, 0.24531, -0.21279], [4.54106, -1.52333, -1.24052], [3.40741, -0.61369, -2.22026], [3.10898, -3.47463, -1.22342], [3.08554, -2.86352, -2.86088], [0.66860, -4.84387, -1.51423], [-0.51562, -3.88225, -0.65278], [2.24788, -4.79261, 0.24517], [0.74632, -4.82303, 1.12192], [1.14252, -2.69045, 1.85551], [-1.13804, 2.84404, -1.65014], [-0.73045, 2.62225, -0.24285], [-0.05685, 1.59940, 0.27240], [0.07028, 1.84664, 1.61187], [-0.54764, 3.01561, 1.93546], [-1.03714, 3.48544, 0.74602], [-0.88365, 3.70837, 3.20877], [-0.39001, 3.18674, 4.31283], [-1.62087, 4.65555, 3.17605], [0.72786, 0.80879, 2.41292], [0.90425, 0.91994, 3.61821], [1.04028, -0.22273, 1.69468], [-1.57195, 1.93644, -2.06619], [-0.27849, 3.14139, -2.25388], [-1.87853, 3.64011, -1.70221], [-1.55698, 4.35009, 0.66530], [0.20216, 2.41456, 4.14030], [-0.97962, -0.43498, -1.47110], [-1.24463, -0.50708, -2.76783], [-2.46947, -1.05138, -3.17537], [-2.74788, -1.16417, -4.52229], [-1.82802, -0.74622, -5.48504], [-0.63227, -0.18509, -5.09280], [-0.32830, -0.04579, -3.73088], [0.83438, 0.68579, -3.27242], [1.32556, 0.70769, -2.02952], [2.31400, 1.68085, -2.01319], [2.44379, 2.21048, -3.25300], [1.51378, 1.57013, -4.03339], [-3.16786, -1.38613, -2.42160], [-3.68859, -1.59554, -4.83716], [-2.05538, -0.85949, -6.53525], [0.07440, 0.13014, -5.85047], [2.84001, 1.97117, -1.11960], [3.09315, 2.97533, -3.63962], [1.31114, 1.77416, -4.99837], [-1.94833, 0.11804, 5.52479], [-2.27342, 0.24827, 4.08295], [-3.02680, 1.24823, 3.51425], [-3.23872, 1.21932, 2.12891], [-2.71270, 0.28099, 1.34053], [-1.97874, -0.67115, 1.88734], [-1.20851, -1.93617, 0.98877], [-1.78420, -0.69039, 3.23750], [-4.09736, 2.24849, 1.47655], [-2.30538, 0.98537, 6.07342], [-0.86767, 0.03708, 5.65541], [-2.41915, -0.77708, 5.93533], [-3.44350, 2.03332, 4.12815], [-1.19381, -1.43213, 3.59492], [-4.00299, 3.21484, 1.97257], [-5.14365, 1.94252, 1.55547], [-3.85664, 2.32479, 0.41861]], "forces_ev_per_angstrom": [[0.132, -0.298, 0.045], [0.088, -0.052, 0.063], [0.032, 0.081, -0.029], [0.049, -0.108, 0.101], [0.009, 0.027, -0.098], [0.067, 0.008, 0.000], [0.066, -0.128, -0.085], [-0.090, -0.004, -0.027], [0.011, -0.091, 0.074], [-0.059, 0.011, -0.035], [-0.021, 0.018, -0.040], [0.011, 0.006, -0.016], [-0.018, 0.005, 0.000], [0.010, -0.028, 0.008], [-0.031, 0.029, -0.022], [-0.028, -0.019, -0.007], [-0.010, -0.030, 0.022], [-0.021, -0.013, 0.031], [-0.043, 0.016, -0.003], [0.018, 0.025, -0.010], [0.019, 0.005, 0.015], [-0.012, 0.027, -0.002], [0.014, 0.031, -0.006], [-0.008, -0.018, 0.008], [0.001, -0.038, -0.053], [-0.236, 0.056, -0.009], [-0.002, 0.028, 0.006], [-0.003, 0.207, 0.270], [0.115, -0.099, -0.111], [0.116, -0.136, -0.008], [0.022, -0.066, -0.033], [0.023, 0.121, 0.126], [-0.083, 0.056, -0.017], [-0.153, 0.130, 0.034], [0.058, -0.114, -0.082], [0.221, 0.015, 0.068], [0.023, 0.024, 0.015], [0.000, -0.018, -0.008], [0.009, 0.012, -0.019], [-0.004, 0.016, -0.001], [0.015, -0.095, -0.017], [-0.134, 0.293, 0.127], [-0.073, -0.119, -0.530], [0.248, 0.093, -0.076], [-0.004, -0.014, 0.016], [0.050, 0.029, -0.046], [-0.086, -0.035, 0.097], [-0.260, -0.100, 0.057], [-0.104, -0.125, -0.033], [0.000, 0.132, -0.072], [0.081, 0.162, -0.077], [0.050, 0.007, 0.117], [-0.037, -0.102, 0.204], [0.008, 0.003, 0.051], [-0.010, 0.001, 0.004], [0.013, 0.000, -0.007], [0.035, 0.014, -0.012], [-0.003, 0.000, 0.002], [0.024, 0.010, 0.020], [-0.016, -0.001, -0.023], [0.011, 0.057, 0.056], [-0.128, 0.081, -0.229], [0.080, -0.202, 0.016], [-0.175, 0.108, 0.173], [0.066, -0.094, -0.111], [0.057, -0.146, 0.168], [0.056, 0.221, -0.006], [-0.069, 0.114, -0.120], [-0.007, 0.062, 0.002], [0.006, -0.014, 0.008], [0.000, -0.016, 0.020], [0.016, -0.009, 0.019], [0.001, 0.011, 0.008], [0.006, -0.006, 0.034], [0.002, 0.003, -0.015], [0.002, -0.018, 0.013], [-0.013, -0.001, -0.003]]}



Record 2
{"formula": "C27H34N4O5Re", "method": "ωB97M-V with the def2-TZVPD basis set", "spin_multiplicity": 4, "total_energy_ha": -1722.10330, "s2": 3.786, "orbital_gap_ev": [7.1258, 5.7170], "e_above_lowest_kcal_mol": 9.2, "charge": 2, "symbols": ["Re", "O", "C", "N", "C", "O", "C", "C", "C", "C", "C", "N", "C", "C", "C", "C", "C", "N", "H", "H", "H", "H", "H", "H", "H", "H", "C", "O", "C", "C", "O", "C", "C", "O", "C", "H", "H", "H", "H", "H", "H", "H", "H", "H", "H", "H", "H", "H", "H", "C", "N", "C", "C", "C", "C", "C", "C", "C", "C", "H", "H", "H", "H", "H", "H", "H", "H", "H", "H", "H", "H"], "coordinates": [[-0.15654, 0.23175, 0.77158], [-4.18344, 0.65968, 1.35791], [-3.06990, 0.34338, 1.04170], [-1.86466, 0.34745, 1.84108], [-1.87774, -0.11257, 3.15854], [-2.63885, 0.25946, 3.99825], [-0.84208, -1.21774, 3.36797], [-0.84596, -1.88162, 4.57728], [0.12600, -2.88441, 4.74817], [1.03483, -3.12793, 3.75125], [1.05852, -2.34799, 2.60705], [0.07358, -1.42134, 2.41090], [-2.81321, -0.37167, -0.26592], [-3.88282, -0.86076, -0.94076], [-3.63543, -1.82453, -1.93171], [-2.32145, -2.25082, -2.12105], [-1.26242, -1.69562, -1.39579], [-1.50327, -0.77550, -0.46621], [-1.54896, -1.70104, 5.35295], [-0.02015, -3.61574, 5.58304], [1.79078, -3.97604, 4.00514], [1.89638, -2.40520, 1.82217], [-4.93520, -0.59878, -0.62600], [-4.42129, -2.39065, -2.40041], [-2.10537, -2.99842, -2.87152], [-0.23416, -2.03319, -1.50816], [2.76434, -4.40076, -0.88204], [2.12508, -3.13045, -0.75116], [3.07014, -2.11361, -0.82319], [2.30172, -0.78214, -1.13120], [1.87324, -0.15078, 0.09361], [2.90388, 0.76407, 0.61223], [2.58760, 0.88356, 2.02926], [1.15322, 1.22970, 2.15970], [0.85669, 1.71351, 3.53442], [3.59949, -4.40567, -1.59224], [2.05229, -5.12166, -1.33571], [3.13273, -4.80270, 0.02364], [3.80123, -2.37809, -1.55038], [3.60332, -2.06941, 0.11822], [1.45196, -1.05925, -1.69665], [2.89891, 0.02490, -1.67952], [2.79155, 1.63576, -0.00752], [3.86784, 0.29312, 0.44849], [3.20030, 1.72297, 2.35112], [2.75656, -0.02518, 2.54925], [1.62662, 2.44090, 3.87419], [0.91619, 0.90764, 4.25031], [-0.11956, 2.22329, 3.46327], [-2.24956, 1.62303, -3.20104], [-0.87685, 1.93358, -3.70521], [-0.57065, 1.44180, -5.01627], [0.04054, 1.54630, -2.69996], [-0.09529, 2.43579, -1.49299], [0.00187, 3.77945, -1.77666], [-0.31053, 4.81405, -0.85080], [-0.80091, 4.38312, 0.40530], [-0.88059, 2.99334, 0.74208], [-0.43919, 2.00877, -0.15300], [-2.96550, 2.07425, -3.86045], [-2.37120, 2.02118, -2.14326], [-2.40079, 0.55149, -3.14087], [-1.43627, 1.46402, -5.70195], [-0.37786, 0.39113, -4.97232], [0.25478, 2.02496, -5.54686], [1.06112, 1.60880, -3.20996], [-0.04380, 0.48165, -2.42882], [0.29212, 4.03917, -2.81809], [-0.34243, 5.82568, -1.13950], [-1.15245, 5.12320, 1.13583], [-1.36907, 2.68539, 1.64921]], "forces_ev_per_angstrom": [[-0.251, -0.825, 0.868], [1.147, -0.030, 0.181], [-0.331, 0.184, 0.514], [-0.002, 0.167, -1.686], [-0.175, -0.408, -0.211], [0.086, -0.223, 0.225], [-0.249, 0.714, 0.898], [1.383, -1.072, -0.375], [-2.157, -0.585, 0.609], [2.314, -1.849, 0.684], [0.314, 0.722, -0.943], [0.882, -0.351, -0.299], [1.204, -0.010, 1.098], [-1.571, -0.553, -0.640], [0.955, -0.367, 0.832], [0.055, 0.314, -0.355], [-0.511, -0.257, -0.236], [-1.155, 0.517, 0.017], [-0.642, 0.382, 0.252], [0.639, 1.025, -0.574], [-1.234, 1.723, -1.101], [-1.677, -0.095, 1.179], [1.489, -0.097, -0.404], [-0.295, 0.286, -0.315], [0.047, -0.113, 0.121], [-0.279, -0.040, -0.065], [-0.909, -0.927, -1.777], [-0.245, -0.707, -0.195], [-0.830, 1.367, 0.284], [2.468, 0.174, -0.112], [-0.126, -0.278, -0.147], [-1.024, -1.338, -1.408], [-0.808, 1.727, 0.086], [1.442, 0.337, 0.993], [0.110, 0.945, -0.506], [-0.038, 0.492, 0.049], [0.142, 0.537, 0.565], [0.253, -0.191, 1.285], [0.620, 0.303, -1.004], [0.345, 0.453, 0.525], [-0.842, 0.030, -0.594], [-0.675, -1.412, 0.444], [0.175, 0.785, 0.131], [0.202, 0.046, 0.119], [-0.154, -0.027, 0.816], [0.310, -0.735, 0.710], [-0.460, -0.291, -0.745], [-0.419, -0.514, -0.017], [0.472, -0.480, 0.259], [1.163, 0.845, 0.525], [-2.077, 0.625, 0.895], [-0.117, 0.635, -1.470], [2.423, -0.452, -0.656], [0.222, -0.056, 1.078], [0.160, 1.545, -0.368], [-0.639, -3.258, 0.890], [0.028, -0.430, -0.043], [0.326, 1.984, -1.073], [-0.052, 0.468, -1.280], [-0.499, 0.136, -0.164], [0.102, -0.223, -1.411], [-0.163, -0.586, -0.142], [0.144, 0.531, 0.496], [0.810, -1.074, -0.130], [-0.875, -0.868, 0.976], [-0.864, 0.141, 0.988], [-0.196, -0.274, 0.128], [-0.337, -0.069, 0.883], [0.256, 1.046, -0.197], [0.105, -0.360, -0.357], [0.089, 0.240, 0.395]]}



- What is the formula in the first record?
  C27H34MoN8O5S2